1.
ORCA calculation (ωB97M-V/def2-TZVPD) on C4H8O3 in the gas phase at a distorted geometry.

Atoms and positions in Å:
O -0.92 -1.34 0.65
C 0.42 -1.74 0.47
C 1.25 -0.55 -0.08
C 0.19 0.47 -0.60
O -0.01 0.42 -1.79
C -0.72 1.63 0.13
O -1.58 2.12 -0.85
H -0.98 -0.74 1.40
H 0.37 -2.56 -0.25
H 0.85 -2.16 1.40
H 1.84 -0.89 -0.95
H 1.98 -0.17 0.65
H -1.37 1.38 1.00
H -0.06 2.44 0.50
H -1.27 1.69 -1.67

Values from the calculation:
SMILES: O=C(CO)CCO
Energy relative to the best compared isomer or geometry (same formula, charge and spin) in eV: 2.2011

=====

2.
ORCA calculation (ωB97M-V/def2-TZVPD) on 2 unconnected molecules or ions with the total composition C4H8O3 at a distorted geometry.

Atoms and positions in Å:
O -1.09 1.10 -2.20
C -0.68 0.92 -1.09
C -0.07 -0.39 -0.64
C 1.43 -0.29 -0.86
C 2.28 -1.18 -0.03
O 3.43 -1.43 -0.28
H -0.57 1.74 -0.35
H -0.47 -1.14 -1.33
H -0.41 -0.72 0.34
H 1.66 -0.46 -1.91
H 1.76 0.75 -0.69
H 1.83 -1.77 0.80
H -3.27 0.39 3.25
H -3.16 1.61 2.31
O -2.67 0.87 2.68

Values from the calculation:
SMILES: O=CCCC=O.O
Energy relative to the best compared isomer or geometry (same formula, charge and spin) in eV: 1.9164

=====

| no. | Kohn-Sham gap (eV) | DFT total energy (eV) | LUMO (eV) |
| --- | --- | --- | --- |
| 1 | 10.714 | -10418.802 | 0.67 |
| 2 | 10.497 | -10419.087 | 0.58 |